Below is a structure of composition C33H36Cl2FeI2N3O2, with properties calculated with wB97M-V/def2-TZVPD.

Frontier orbital gap (alpha / beta), eV: 7.03 / 7.03
Net charge: +1
M, g/mol: 887.23
Electronic energy, hartree: -4373.235015
E_LUMO (alpha / beta), eV: -3.1 / -3.1
Energy relative to the best compared isomer or geometry (same formula, charge and spin), kcal/mol: 0.00

Geometry as XYZ:
```
79
C33H36Cl2FeI2N3O2 (wB97M-V/def2-TZVPD)
Fe 1.073 1.136 -1.800
I 3.777 1.357 -2.124
C 3.365 3.401 -2.555
I 1.337 3.550 -3.179
H 4.012 3.748 -3.352
H 3.486 3.994 -1.657
C -5.694 -0.132 -1.387
C -5.126 1.238 -0.985
C -5.498 1.514 0.471
C -5.739 2.333 -1.871
C -3.619 1.227 -1.200
C -3.091 0.969 -2.466
C -1.726 0.965 -2.659
N -0.872 1.216 -1.666
C -1.348 1.462 -0.439
C -2.709 1.477 -0.179
C -0.303 1.751 0.572
C -0.553 1.740 1.929
C 0.471 1.988 2.844
C 1.719 2.274 2.310
C 1.900 2.253 0.937
N 0.927 1.990 0.073
C 0.192 1.924 4.338
C 1.458 2.143 5.165
C -0.381 0.538 4.671
C -0.832 3.010 4.699
H -6.773 -0.142 -1.225
H -5.254 -0.931 -0.789
H -5.516 -0.354 -2.440
H -6.583 1.498 0.573
H -5.153 2.496 0.800
H -5.095 0.754 1.144
H -6.820 2.358 -1.726
H -5.550 2.151 -2.929
H -5.339 3.315 -1.614
H -3.736 0.766 -3.309
H -1.282 0.734 -3.618
H -3.052 1.700 0.819
H -1.548 1.511 2.281
H 2.567 2.492 2.941
H 2.880 2.440 0.516
H 2.217 1.388 4.948
H 1.214 2.067 6.225
H 1.889 3.131 4.998
H 0.297 -0.253 4.347
H -1.349 0.371 4.198
H -0.521 0.450 5.749
H -0.444 4.005 4.477
H -1.060 2.962 5.765
H -1.768 2.880 4.153
Cl 0.985 -4.766 1.629
C 2.041 -3.404 1.401
C 2.118 -2.454 2.398
C 2.934 -1.347 2.233
C 3.675 -1.222 1.072
C 3.598 -2.190 0.086
Cl 4.629 -2.000 -1.305
C 2.775 -3.318 0.203
N 2.695 -4.330 -0.728
C 2.709 -4.193 -2.146
C 3.652 -4.912 -2.873
C 3.694 -4.823 -4.253
C 2.794 -4.000 -4.916
C 1.839 -3.303 -4.196
C 1.769 -3.403 -2.809
C 0.660 -2.695 -2.060
C 0.877 -1.206 -1.984
O 1.057 -0.616 -0.876
O 0.860 -0.481 -3.026
H 1.535 -2.594 3.298
H 3.015 -0.605 3.016
H 4.348 -0.387 0.928
H 2.275 -5.180 -0.384
H 4.368 -5.519 -2.334
H 4.433 -5.386 -4.808
H 2.824 -3.915 -5.994
H 1.124 -2.673 -4.711
H 0.554 -3.080 -1.048
H -0.286 -2.854 -2.581
```



Below is the molecule C5H11N, with properties calculated with wB97M-V/def2-TZVPD.

Frontier orbital gap, eV: 10.03
M, g/mol: 85.15
Electronic energy, hartree: -251.816050
E_LUMO, eV: 1.2
SMILES: CCN1C[C@H]1C
Energy relative to the best compared isomer or geometry (same formula, charge and spin), kcal/mol: 29.17

Geometry as XYZ:
```
17
C5H11N (wB97M-V/def2-TZVPD)
C -1.943 0.784 0.237
C -1.429 -0.394 -0.592
N 0.008 -0.681 -0.564
C 0.566 -1.232 0.653
C 0.938 0.132 0.200
C 2.269 0.464 -0.429
H -3.037 0.778 0.219
H -1.626 0.734 1.285
H -1.604 1.739 -0.179
H -1.940 -1.312 -0.276
H -1.716 -0.224 -1.637
H -0.079 -1.309 1.532
H 1.245 -2.074 0.520
H 0.517 0.939 0.802
H 3.016 0.689 0.341
H 2.184 1.342 -1.080
H 2.630 -0.373 -1.033
```



Below is a structure of composition C26H21BrF10N2OPSSc, with properties calculated with wB97M-V/def2-TZVPD.

Frontier orbital gap, eV: 8.10
Net charge: +2
M, g/mol: 755.35
Electronic energy, hartree: -6260.709825
E_LUMO, eV: -6.3

Geometry as XYZ:
```
64
C26H21BrF10N2OPSSc (wB97M-V/def2-TZVPD)
Sc 0.964 1.148 -0.027
F 5.294 -2.873 -4.337
C 4.228 -2.479 -3.683
C 3.148 -3.333 -3.524
F 3.188 -4.548 -4.027
C 2.029 -2.900 -2.825
F 1.025 -3.755 -2.678
C 1.945 -1.629 -2.268
P 0.452 -1.116 -1.368
C -0.938 -1.268 -2.503
C -1.736 -2.410 -2.554
C -2.757 -2.486 -3.487
C -2.978 -1.436 -4.369
C -2.184 -0.298 -4.322
C -1.169 -0.209 -3.384
C 0.236 -2.308 -0.020
C 1.260 -3.148 0.414
C 1.061 -3.967 1.515
C -0.151 -3.946 2.190
C -1.169 -3.099 1.770
C -0.976 -2.278 0.673
C 3.049 -0.792 -2.452
Br 3.124 1.007 -1.814
C 4.175 -1.196 -3.142
F 5.207 -0.386 -3.304
H -1.559 -3.236 -1.879
H -3.375 -3.372 -3.532
H -3.773 -1.508 -5.100
H -2.356 0.517 -5.012
H -0.554 0.684 -3.346
H 2.211 -3.176 -0.103
H 1.851 -4.631 1.840
H -0.306 -4.595 3.041
H -2.117 -3.091 2.290
H -1.783 -1.636 0.335
C 0.784 1.531 4.173
C 1.332 1.398 2.762
O 0.352 1.272 1.779
C 2.214 0.134 2.648
F 2.504 -0.046 1.275
F 1.557 -0.945 3.015
F 3.369 0.193 3.268
C 2.136 2.661 2.378
F 2.435 2.557 0.988
F 1.390 3.749 2.477
F 3.276 2.843 2.987
H 0.175 0.659 4.401
H 0.164 2.422 4.240
H 1.591 1.603 4.902
S -0.464 2.856 -1.112
C -1.579 3.262 0.176
N -2.732 2.622 0.265
C -3.759 2.949 1.261
C -3.084 3.537 2.487
C -2.184 4.691 2.078
N -1.285 4.239 1.009
H -2.932 1.948 -0.457
H -4.289 2.030 1.502
H -4.472 3.650 0.823
H -2.493 2.765 2.983
H -3.837 3.888 3.190
H -1.566 5.030 2.907
H -2.766 5.542 1.718
H -0.403 4.707 0.871
```



Below is a cluster of 11 separate species, C44H108F12N9O27P2S12 in total at a distorted geometry, with properties calculated with wB97M-V/def2-TZVPD.

Frontier orbital gap, eV: 5.13
Net charge: -1
M, g/mol: 1870.11
Electronic energy, hartree: -10924.205497
E_LUMO, eV: -0.5

Geometry as XYZ:
```
214
C44H108F12N9O27P2S12 (wB97M-V/def2-TZVPD)
C 4.307 -1.284 -2.613
C 3.892 -2.699 -3.123
C 3.220 -3.482 -1.925
O 3.045 -4.921 -2.248
C 1.652 -5.329 -2.330
N 2.969 -2.599 -4.385
H 2.382 -3.402 -4.559
H 2.282 -1.859 -4.344
H 3.546 -2.288 -5.153
H 4.932 -1.259 -1.721
H 3.502 -0.607 -2.326
H 4.988 -0.791 -3.307
H 4.753 -3.239 -3.518
H 2.306 -3.056 -1.510
H 4.094 -3.624 -1.290
H 1.106 -4.586 -2.912
H 1.168 -5.490 -1.367
H 1.727 -6.254 -2.902
C -1.757 -1.999 -11.215
C -1.445 -0.760 -10.307
C -2.752 -0.134 -9.765
O -3.439 0.526 -10.836
C -2.907 1.753 -11.231
N -0.410 -1.219 -9.254
H -0.289 -0.689 -8.402
H -0.497 -2.185 -8.974
H 0.546 -1.184 -9.579
H -0.865 -2.292 -11.768
H -2.562 -1.731 -11.899
H -2.140 -2.792 -10.573
H -0.873 0.058 -10.745
H -2.584 0.449 -8.860
H -3.399 -0.940 -9.420
H -3.575 2.383 -11.818
H -2.112 1.524 -11.941
H -2.481 2.365 -10.435
C 6.611 5.745 -0.856
C 7.061 4.706 -1.870
C 7.473 5.364 -3.237
O 6.439 6.123 -3.860
C 6.512 5.852 -5.260
N 8.099 3.760 -1.237
H 8.964 4.271 -1.131
H 7.771 3.431 -0.340
H 8.319 2.943 -1.789
H 5.720 6.149 -1.337
H 7.236 6.630 -0.736
H 6.352 5.265 0.088
H 6.185 4.092 -2.078
H 7.867 4.578 -3.881
H 8.259 6.113 -3.149
H 6.015 4.908 -5.485
H 7.518 5.894 -5.677
H 5.962 6.541 -5.901
C -4.494 7.400 8.946
C -3.016 7.266 8.709
C -2.224 6.225 9.425
C -0.658 6.428 9.355
P 0.233 5.130 8.437
C -0.347 3.505 8.945
C 0.064 3.252 10.422
C -0.795 2.198 11.105
C -0.113 1.941 12.444
C 2.020 5.331 8.873
C 2.756 6.607 8.205
C 2.846 7.789 9.155
C 3.620 9.049 8.620
C -0.148 5.308 6.678
C 0.203 4.183 5.743
C 0.605 4.725 4.351
C 1.254 3.560 3.603
H -4.787 8.311 8.423
H -4.784 7.580 9.981
H -4.913 6.473 8.555
H -2.538 8.211 8.968
H -2.914 7.305 7.624
H -2.472 5.198 9.159
H -2.410 6.379 10.488
H -0.280 6.493 10.376
H -0.316 7.324 8.837
H 0.079 2.677 8.379
H -1.416 3.335 8.816
H 0.168 4.197 10.955
H 1.097 2.916 10.520
H -0.939 1.242 10.603
H -1.847 2.482 11.144
H -0.818 1.449 13.114
H 0.171 2.796 13.058
H 0.629 1.196 12.157
H 2.364 4.315 8.681
H 2.030 5.439 9.957
H 2.332 6.839 7.229
H 3.718 6.149 7.976
H 3.209 7.474 10.133
H 1.895 8.229 9.455
H 3.540 9.068 7.533
H 4.668 9.073 8.917
H 3.319 9.971 9.117
H 0.307 6.257 6.394
H -1.209 5.531 6.568
H -0.607 3.469 5.592
H 1.030 3.605 6.153
H 1.277 5.584 4.364
H -0.231 4.979 3.699
H 2.104 3.040 4.043
H 1.492 3.820 2.571
H 0.508 2.787 3.417
C -8.559 -3.602 -3.643
C -7.377 -3.826 -2.733
C -7.686 -3.419 -1.304
C -6.423 -3.346 -0.360
P -6.754 -2.420 1.231
C -8.316 -3.094 1.986
C -8.424 -4.681 2.186
C -9.275 -5.132 3.369
C -10.747 -5.160 3.013
C -5.311 -2.309 2.267
C -4.009 -2.575 1.508
C -2.725 -2.322 2.448
C -2.635 -3.408 3.585
C -7.123 -0.682 0.799
C -6.804 -0.030 -0.613
C -7.214 1.500 -0.531
C -7.091 2.244 -1.901
H -8.891 -2.590 -3.874
H -9.432 -4.222 -3.437
H -8.222 -3.988 -4.605
H -6.498 -3.313 -3.125
H -7.074 -4.872 -2.780
H -8.469 -4.076 -0.926
H -8.145 -2.433 -1.221
H -5.744 -2.800 -1.015
H -6.111 -4.368 -0.143
H -9.136 -2.670 1.407
H -8.094 -2.629 2.947
H -7.411 -5.043 2.362
H -8.709 -5.318 1.348
H -9.119 -4.524 4.260
H -8.943 -6.097 3.752
H -10.737 -5.911 2.222
H -11.169 -4.195 2.733
H -11.449 -5.617 3.710
H -5.571 -2.944 3.114
H -5.216 -1.330 2.737
H -3.921 -1.740 0.813
H -3.849 -3.436 0.860
H -2.607 -1.284 2.760
H -1.850 -2.356 1.799
H -1.660 -3.337 4.068
H -2.859 -4.408 3.214
H -3.397 -3.117 4.308
H -6.731 -0.098 1.631
H -8.183 -0.590 1.036
H -7.340 -0.528 -1.421
H -5.767 -0.065 -0.947
H -6.573 2.025 0.177
H -8.227 1.634 -0.153
H -7.747 1.819 -2.661
H -6.082 2.068 -2.274
H -7.246 3.322 -1.857
N 7.581 1.706 3.506
S 7.162 2.607 4.655
O 7.591 2.385 6.033
O 5.868 3.204 4.452
F 8.114 3.826 4.318
S 6.897 0.329 4.197
O 5.630 0.467 4.894
O 7.882 -0.652 4.667
F 6.319 -0.404 2.881
N 0.107 -5.558 -7.035
S 0.859 -6.833 -7.434
O 1.045 -6.980 -8.849
O 0.842 -8.099 -6.678
F 2.304 -6.347 -6.946
S -1.483 -6.216 -7.036
O -1.973 -6.723 -5.681
O -1.756 -7.018 -8.203
F -2.325 -4.843 -7.259
N -0.065 0.745 -4.855
S 0.206 2.414 -4.775
O 1.017 2.885 -3.678
O -0.863 3.183 -5.370
F 1.344 2.422 -5.933
S -1.219 0.725 -3.911
O -2.594 0.943 -4.509
O -0.988 1.158 -2.475
F -1.253 -0.895 -3.714
N 4.718 -1.462 -9.228
S 5.795 -0.179 -9.136
O 5.402 1.094 -9.799
O 7.184 -0.492 -9.059
F 5.463 0.132 -7.589
S 5.394 -2.164 -10.406
O 6.285 -3.241 -10.160
O 5.723 -1.364 -11.583
F 4.120 -2.964 -10.800
N 9.995 -0.745 -2.022
S 10.013 -2.412 -1.691
O 11.283 -3.092 -1.735
O 8.875 -3.204 -2.158
F 9.671 -2.414 -0.144
S 10.613 -0.963 -3.414
O 9.761 -1.531 -4.451
O 12.021 -1.181 -3.500
F 10.396 0.543 -3.955
N 0.127 -13.365 -1.436
S 1.430 -14.543 -1.437
O 2.338 -14.601 -0.314
O 1.833 -15.079 -2.762
F 0.403 -15.616 -0.889
S 0.866 -12.398 -2.203
O 0.588 -12.520 -3.644
O 2.257 -12.009 -1.693
F -0.110 -11.184 -1.863
```



Below is the molecule C3H6N2O2S at a distorted geometry, with properties calculated with wB97M-V/def2-TZVPD.

Frontier orbital gap, eV: 8.74
M, g/mol: 134.16
Electronic energy, hartree: -775.909312
E_LUMO, eV: 0.3
SMILES: C=NOC(=S)N(C)O
Energy relative to the best compared isomer or geometry (same formula, charge and spin), kcal/mol: 144.86

Geometry as XYZ:
```
14
C3H6N2O2S (wB97M-V/def2-TZVPD)
C -0.162 1.688 -2.357
N -0.179 1.072 -1.252
O 1.144 0.895 -0.752
C 1.146 0.104 0.383
S 2.431 0.079 1.456
N -0.029 -0.552 0.647
C -0.362 -1.252 1.946
O -0.830 -1.249 -0.326
H -0.974 2.163 -2.787
H 0.738 1.969 -2.916
H -0.246 -2.385 1.875
H 0.132 -0.797 2.772
H -1.530 -1.153 2.311
H -1.280 -0.583 -1.001
```



Below is the molecule C3H7NO3 at a distorted geometry, with properties calculated with wB97M-V/def2-TZVPD.

Frontier orbital gap, eV: 10.65
M, g/mol: 105.09
Electronic energy, hartree: -398.998025
E_LUMO, eV: 0.7
SMILES: O=C(O)NCCO
Energy relative to the best compared isomer or geometry (same formula, charge and spin), kcal/mol: 24.87

Geometry as XYZ:
```
14
C3H7NO3 (wB97M-V/def2-TZVPD)
O -2.577 -0.229 1.254
C -1.513 0.318 1.071
O -0.700 0.561 2.140
N -0.917 0.518 -0.124
C 0.488 0.748 -0.363
C 1.191 -0.547 -0.713
O 0.767 -0.873 -2.032
H -1.148 0.197 2.906
H -1.507 -0.033 -0.736
H 0.655 1.585 -1.055
H 0.883 1.168 0.561
H 0.785 -1.312 -0.031
H 2.266 -0.553 -0.497
H 1.327 -1.547 -2.382
```



Below is a structure of composition C37H39N7PSSe2Zr, with properties calculated with wB97M-V/def2-TZVPD.

Frontier orbital gap, eV: 6.88
Net charge: +3
M, g/mol: 893.95
Electronic energy, hartree: -7405.434675
E_LUMO, eV: -9.0
Energy relative to the best compared isomer or geometry (same formula, charge and spin), kcal/mol: 21.35

Geometry as XYZ:
```
88
C37H39N7PSSe2Zr (wB97M-V/def2-TZVPD)
Zr 0.106 -0.068 -0.083
N -2.776 -1.958 2.941
C -2.004 -1.825 1.880
N -0.994 -0.988 1.800
C -0.650 -0.244 2.951
N 0.455 0.435 2.969
N 1.164 0.110 1.831
C 2.435 -0.023 1.887
C 2.994 -0.871 0.834
C 4.344 -1.109 0.694
C 4.740 -2.144 -0.151
C 3.767 -2.898 -0.779
C 2.430 -2.554 -0.620
N 2.036 -1.542 0.147
C -1.540 -0.262 4.093
C -1.329 0.536 5.223
C -2.189 0.441 6.295
C -3.260 -0.456 6.265
C -3.477 -1.262 5.164
C -2.612 -1.158 4.083
H -3.509 -2.655 2.934
H -2.240 -2.445 1.022
H 3.005 0.312 2.748
H 5.062 -0.521 1.249
H 5.789 -2.372 -0.282
H 4.023 -3.748 -1.396
H 1.653 -3.110 -1.126
H -0.487 1.213 5.241
H -2.032 1.056 7.170
H -3.925 -0.526 7.115
H -4.300 -1.966 5.145
C -0.810 2.752 -2.488
C -1.379 2.028 -1.306
C -2.347 1.033 -1.458
C -3.110 0.585 -0.369
C -4.188 -0.430 -0.586
C -2.881 1.149 0.883
C -1.869 2.089 1.092
C -1.696 2.793 2.404
C -1.074 2.460 -0.001
H -0.934 2.185 -3.408
H 0.246 2.963 -2.350
H -1.344 3.699 -2.595
H -2.557 0.647 -2.450
H -5.011 0.013 -1.150
H -4.596 -0.799 0.354
H -3.816 -1.270 -1.178
H -3.511 0.862 1.719
H -2.129 3.793 2.324
H -0.644 2.910 2.661
H -2.210 2.277 3.212
H -0.302 3.207 0.140
Se -0.942 -2.077 -1.468
P 0.281 -1.321 -3.166
Se 1.473 0.331 -2.339
C -0.805 -0.747 -4.475
C -1.986 -1.434 -4.755
C -2.756 -1.050 -5.840
C -2.346 0.005 -6.647
C -1.164 0.680 -6.374
C -0.389 0.306 -5.288
C 1.324 -2.651 -3.764
C 0.904 -3.978 -3.687
C 1.689 -4.974 -4.247
C 2.879 -4.646 -4.885
C 3.292 -3.322 -4.965
C 2.518 -2.319 -4.404
H -2.306 -2.264 -4.136
H -3.673 -1.579 -6.063
H -2.948 0.298 -7.496
H -0.843 1.494 -7.009
H 0.537 0.830 -5.081
H -0.026 -4.241 -3.196
H 1.368 -6.005 -4.191
H 3.485 -5.426 -5.325
H 4.215 -3.070 -5.468
H 2.848 -1.289 -4.464
C 3.873 6.127 0.513
N 3.467 4.743 0.725
C 2.799 4.010 -0.151
N 2.415 4.579 -1.296
S 2.461 2.369 0.222
H 4.431 6.460 1.383
H 3.004 6.776 0.398
H 4.522 6.213 -0.360
H 3.714 4.287 1.588
H 2.661 5.529 -1.524
H 2.033 4.004 -2.023
```